# 1
{"formula": "C7H7OS2", "method": "ωB97M-V/def2-TZVPD", "lumo_energy_ev": [3.10, 1.65], "max_force_ev_per_a": 5.39, "total_charge": -1, "multiplicity": 3, "s_squared": 2.017, "homo_lumo_gap_ha": [0.11371, 0.19884], "symbols": ["H", "H", "H", "C", "C", "H", "O", "H", "H", "C", "S", "S", "C", "C", "H", "C", "C"], "coordinates": [[1.4082, -3.0547, 0.9720], [-0.3250, -2.3994, 0.9972], [0.4162, -2.8668, -0.5715], [-1.5113, 0.6413, 0.5128], [0.5824, -2.3186, 0.4588], [3.7158, 1.4928, -0.1605], [-2.0891, -0.1512, 1.2294], [-2.6418, 2.1620, -0.3077], [-1.3133, 1.7016, -1.1908], [1.5661, 1.3320, 0.3409], [1.0648, 2.9872, 0.3502], [2.8980, -0.8260, -0.0094], [-1.6431, 1.7608, -0.2478], [0.6195, 0.2895, 0.5161], [-0.8901, 2.6174, 0.1200], [1.2344, -0.9445, 0.3095], [2.7891, 0.9134, -0.0431]]}

=====

# 2
{"formula": "C15H33CuN2O13", "method": "ωB97M-V/def2-TZVPD", "lumo_energy_ev": 3.56, "max_force_ev_per_a": 6.32, "total_charge": -2, "homo_lumo_gap_ha": 0.17721, "symbols": ["C", "C", "H", "Cu", "C", "O", "O", "H", "C", "C", "N", "H", "C", "O", "H", "H", "O", "H", "H", "C", "H", "H", "H", "H", "H", "H", "O", "H", "C", "C", "H", "H", "H", "H", "H", "H", "O", "H", "O", "H", "N", "H", "H", "H", "H", "O", "H", "C", "H", "H", "O", "H", "H", "C", "C", "H", "O", "O", "H", "C", "C", "O", "C", "O"], "coordinates": [[-0.1659, -0.7294, -3.1796], [1.1217, -1.6254, -6.4422], [1.2907, 0.7751, -0.5819], [-0.9901, 1.8874, -2.1178], [1.1165, -0.1538, -1.1349], [-2.4763, 1.8570, -6.2564], [-2.9974, 3.7051, -1.0240], [-3.3568, -1.6992, -0.3284], [2.5561, -0.6911, -1.0227], [0.3946, 0.0464, 3.8970], [0.6709, 0.2647, -2.4543], [5.2257, -0.7579, -1.3169], [4.6055, -0.8537, -2.2136], [-4.6532, -0.3398, -1.0703], [-2.1387, 0.6633, 1.8768], [4.4414, -1.9019, -2.4869], [0.9429, -0.7687, -5.3166], [3.0994, -0.3367, -0.1388], [-1.6329, 2.3748, 1.4641], [-2.0889, 4.5304, -0.7816], [1.6557, -2.5288, -6.1223], [2.6327, -1.7906, -0.9980], [0.0782, -2.5240, -4.3066], [1.8049, -0.2461, 6.9505], [0.2670, -2.0134, -6.9999], [1.2947, -0.3987, 3.4681], [-0.6318, -1.6403, 6.8356], [0.7896, 2.1799, 3.2963], [1.4541, -0.7469, 6.0476], [-3.4078, -0.2634, -1.2640], [2.3851, -1.0188, 5.5390], [-0.1073, 0.3216, 5.7402], [-1.0514, -0.3395, -3.6829], [-1.5155, 2.0348, -6.2961], [-0.5296, -0.5153, 3.7366], [1.1335, -2.6448, 6.8759], [-1.5266, 2.4911, -4.3100], [0.3875, -2.5246, 5.2596], [-2.5949, -1.2760, -0.7711], [-0.5273, 5.1889, -0.8985], [0.8064, 0.3348, 5.2865], [1.5646, -1.8965, -3.6608], [-0.6103, -1.3499, -2.3969], [-0.7234, 1.9562, 3.6441], [1.5064, 0.4549, -2.9953], [-0.8366, 4.3233, -1.2434], [-0.9045, -3.1520, 8.1659], [0.5774, -1.9880, 6.1919], [-1.4682, 1.1883, 0.2400], [1.8347, -1.1022, -7.0812], [-2.3774, 5.6072, -0.1652], [-1.4252, -3.5855, 6.5284], [-2.3253, -2.3530, 7.6055], [-1.3857, -2.7751, 7.2554], [0.0711, 1.3578, 3.1751], [5.2400, -0.4567, -3.0067], [-0.1177, 1.1170, 1.8085], [3.3342, -0.2714, -2.1158], [0.3534, -0.6959, -0.5811], [-2.6059, 2.2943, -4.9753], [0.6362, -1.5969, -4.1580], [-2.9176, 0.7586, -1.7895], [-1.4542, 1.3048, 1.3211], [-3.7282, 2.5344, -4.5245]]}